ORCA calculation (ωB97M-V/def2-TZVPD) on a structure of composition CH2F2INOS at a distorted geometry.

XYZ file:
```
9
Properties=species:S:1:pos:R:3:forces:R:3:nbo_charge:R:1
C -0.97374 0.01718 -0.97105 -2.247 -1.844 1.295 -0.076
N 1.15998 1.50179 -0.61872 -0.365 -0.298 0.960 -1.047
O -0.70308 1.87211 0.86281 -1.346 -0.030 1.304 -0.849
F 0.58475 -1.32641 1.15060 0.616 -1.643 1.437 -0.576
F -0.23023 -0.86691 -1.56550 0.753 -0.864 -1.666 -0.313
S -0.03060 0.87550 0.10691 2.313 3.776 -1.560 1.794
I -2.56564 -1.09181 0.04295 0.138 0.582 -0.468 0.090
H 2.01086 1.02572 -0.81250 0.426 -0.813 -0.216 0.394
H 0.74770 -2.00718 1.80449 -0.288 1.134 -1.086 0.583
```
Forces are in eV/Å.

Calculated values
E_tot: -1064.7348 hartree
Lowest unoccupied orbital energy (spin up / spin down): -1.72 / -1.74 eV
E_HOMO (spin up / spin down): -9.133 / -9.076 eV
Orbital gap (spin up / spin down): 0.2725 / 0.2696 hartree
Charge: 0

ORCA calculation (ωB97M-V/def2-TZVPD) on a structure of composition C26H24N4O4 at a distorted geometry.

XYZ file:
```
58
Properties=species:S:1:pos:R:3:forces:R:3:nbo_charge:R:1
O 2.34497 2.87065 -1.23115 -1.228 -0.921 -0.231 -0.609
C 1.25149 2.59588 -0.73572 2.082 2.163 2.435 0.685
N 0.94910 3.08503 0.51902 5.257 0.543 -4.920 -0.612
H 0.07635 2.99126 0.78570 -4.914 -0.148 2.269 0.412
C 2.06320 3.67726 1.15707 -3.241 2.225 6.923 -0.204
C 2.70239 2.65081 2.01853 2.589 -1.412 1.538 -0.040
C 1.89277 1.69286 2.51057 4.240 -5.365 1.667 -0.221
C 2.67147 0.29995 3.05395 -0.829 4.241 -0.598 -0.160
C 4.05950 0.29267 3.18434 -5.634 -2.786 0.771 -0.256
C 4.67765 1.38178 2.70464 7.856 -4.189 2.020 -0.250
C 4.18505 2.46179 2.36615 -4.978 9.920 -6.550 -0.156
H 4.86003 3.27896 1.85204 -1.285 -1.572 1.337 0.205
H 5.79173 1.35422 2.61958 -0.750 -0.130 0.453 0.213
H 4.42246 -0.56086 3.73424 0.886 -0.042 -0.468 0.228
H 2.05571 -0.52319 3.36760 -0.223 -0.103 0.178 0.200
H 0.85065 1.63622 2.49637 -1.391 -0.025 -0.291 0.205
H 2.67175 4.36558 0.69868 1.196 1.005 -1.861 0.241
H 1.52626 4.47122 2.11578 1.379 -1.964 -2.827 0.181
C 0.30127 1.58739 -1.23294 -5.758 17.499 -5.438 0.115
C 0.11785 1.91165 -2.71681 4.704 -3.163 -3.081 -0.252
N 0.16069 0.46788 -3.38788 -0.321 1.738 3.368 -0.442
C -1.19563 0.14329 -3.64762 -1.119 -4.286 -6.084 -0.279
C -2.22408 -0.37830 -2.62974 0.813 3.363 -0.512 0.025
C -3.13892 0.70641 -2.09609 6.389 -10.745 -2.787 -0.198
C -3.79543 0.01024 -1.20066 -8.027 12.606 2.995 -0.149
C -4.08962 -1.13827 -0.74853 1.051 -3.623 0.003 -0.254
C -3.25227 -1.95635 -1.45688 -6.214 -9.612 9.122 -0.132
C -2.25877 -1.78746 -2.16247 1.595 11.138 -3.901 -0.287
H -1.66655 -2.29776 -2.67936 4.687 -5.262 -3.506 0.209
H -3.31871 -3.00768 -0.94755 -0.040 0.906 -1.458 0.181
H -4.68182 -1.42134 0.09514 -0.456 -0.034 -0.094 0.246
H -4.55837 0.93219 -0.90497 0.815 -2.101 0.978 0.161
H -3.09528 1.56730 -2.55512 -0.430 4.646 -1.408 0.216
H -1.00857 -0.81527 -4.55884 -0.850 1.860 2.587 0.157
H -1.62301 0.83730 -4.51452 0.585 -0.729 2.474 0.231
C 0.81769 -0.44552 -2.25370 2.483 5.138 -4.707 -0.201
H 1.94617 -0.50600 -2.85339 -2.874 -0.168 2.879 0.248
C 0.61217 0.44673 -0.88557 6.206 -16.482 -2.112 -0.382
C -0.32176 -0.17049 -0.07111 -4.562 7.935 1.820 0.179
N -1.16054 0.80793 0.25280 -2.014 -0.758 0.191 -0.090
O -1.11194 1.95060 -0.57917 3.515 -3.346 0.676 -0.362
C -0.43458 -1.26132 0.70579 8.898 -7.028 -4.752 -0.042
C -1.47629 -1.68137 1.29379 -10.149 -0.024 4.940 -0.212
C -1.62241 -2.92151 1.79623 3.452 -5.927 2.889 0.077
C -0.46531 -3.98432 1.76572 -10.204 2.639 4.359 -0.160
C 0.36848 -3.75068 0.89113 10.300 2.146 -6.366 -0.238
C 0.47495 -2.40906 0.27456 -1.674 0.633 2.845 -0.105
H 1.29596 -2.19843 -0.36555 0.548 0.074 -0.460 0.208
H 1.35055 -4.51374 0.85819 -2.706 2.131 -0.655 0.227
H -0.61959 -4.85471 2.30858 -0.093 -1.362 1.032 0.249
N -2.74342 -3.42036 2.71515 -1.139 -1.867 -0.201 0.496
O -3.64412 -2.61241 2.74237 -0.211 -0.584 0.806 -0.330
O -2.83219 -4.62782 3.27045 1.261 4.953 -2.406 -0.415
H -2.43367 -0.99948 1.41867 2.218 -1.233 -0.169 0.286
H 1.56319 0.24587 -0.55324 2.500 0.396 1.748 0.282
H 0.29106 -1.30917 -2.26504 -1.116 -2.926 0.125 0.189
H 1.10453 2.31053 -3.28957 -2.100 -0.218 2.234 0.254
H -0.68425 2.52142 -3.04968 -0.973 0.240 0.182 0.228
```
Forces are in eV/Å.

Calculated values
E_tot: -1524.2829 hartree
Lowest unoccupied orbital energy: -1.40 eV
E_HOMO: -8.803 eV
Orbital gap: 0.2720 hartree
Charge: 0

ORCA calculation (ωB97M-V/def2-TZVPD) on a structure of composition C47H47BrIrN6O2P at a distorted geometry.

XYZ file:
```
105
Properties=species:S:1:pos:R:3:forces:R:3:mulliken_spin:R:1
Ir -0.06233 0.05780 0.22266 0.057 0.385 -0.216 1.271
C -3.26161 -1.23527 -2.20643 -0.694 0.706 0.844 0.065
C -4.30892 -0.31666 -1.89687 1.008 0.115 0.272 0.031
C -4.16939 0.49676 -0.80047 0.054 -0.101 -0.308 0.011
C -3.00763 0.42022 0.02029 -0.406 -0.120 -0.715 -0.009
N -1.93034 -0.25673 -0.48549 -0.780 -0.059 0.654 0.100
C -2.13166 -1.18267 -1.43501 -0.002 -0.179 -1.514 -0.023
N -3.09690 0.89031 1.26369 -0.336 0.002 0.228 0.108
C -2.31963 0.34418 2.18473 1.207 -0.615 0.401 0.159
N -1.03729 -0.14138 1.97259 0.516 -0.261 0.571 0.029
C -0.50574 -0.67927 3.16884 -1.045 0.868 -1.198 0.237
N 0.60929 -1.36323 3.29276 0.598 -0.417 -0.363 0.098
C 1.46099 -1.67343 2.29935 0.677 0.140 0.182 -0.039
C 2.49660 -2.62330 2.64505 -0.402 0.517 -0.368 0.045
C 3.46465 -3.01866 1.76102 -0.494 -0.083 0.776 0.017
C 3.47756 -2.39718 0.49856 0.412 -0.078 -0.667 0.080
C 2.51203 -1.46223 0.21194 0.648 -0.020 -0.868 -0.044
N 1.49878 -1.11931 1.03641 0.099 -0.590 0.745 0.214
C -1.52185 -0.48995 4.17710 0.136 -0.184 -0.126 0.049
C -1.59694 -0.82045 5.51255 0.342 -0.745 1.760 0.039
C -2.78064 -0.61373 6.23413 1.055 -0.051 -0.504 0.021
C -3.85755 -0.01668 5.60688 -1.276 0.758 -0.703 0.036
C -3.81320 0.35580 4.25803 -0.052 -0.212 1.063 0.037
C -2.64293 0.08722 3.57556 -0.041 0.914 -1.311 0.038
H -3.40508 -1.95902 -2.97488 0.200 -0.455 -0.309 -0.004
H -5.19521 -0.26106 -2.50889 -0.143 -0.090 -0.023 0.002
H -4.94865 1.15847 -0.45267 -0.091 -0.021 -0.034 0.001
H -1.28950 -1.84018 -1.61707 -0.158 0.010 -0.107 -0.014
H 2.41910 -2.93073 3.66958 0.187 -0.456 0.226 0.003
H 4.18999 -3.78911 2.06032 -0.266 0.507 -0.274 0.003
H 4.25544 -2.66725 -0.23657 -0.594 0.396 0.388 0.004
H 2.53994 -0.89889 -0.74126 -0.081 -0.480 0.719 0.005
H -0.72841 -1.24667 6.03507 -0.377 0.111 -0.366 0.004
H -2.87495 -0.87552 7.28084 0.256 -0.049 -0.056 0.000
H -4.75882 0.20522 6.18625 0.257 -0.155 -0.215 0.002
H -4.63875 0.84902 3.76365 -0.036 -0.053 0.015 0.004
C 4.12060 1.77258 1.41414 -0.001 -0.393 0.449 0.009
C 2.75194 1.81594 2.13903 -0.107 -0.746 -1.153 0.048
C 2.77565 2.94514 3.12696 -0.126 0.588 0.616 0.007
P 1.28080 1.92168 0.96185 -0.401 0.431 -0.837 0.150
C 0.28475 3.39623 1.57812 0.777 -0.097 -0.357 0.015
C -0.79788 3.77955 0.59755 -0.104 0.438 -1.105 0.002
C -0.39223 3.13354 2.92185 0.434 0.147 0.817 0.037
C 1.96455 2.31564 -0.68915 -0.430 0.365 -0.302 0.020
C 2.62053 3.53011 -0.89824 0.532 -0.363 -1.339 -0.020
C 3.26041 3.85292 -2.10450 -0.421 -1.155 0.047 0.033
C 4.03862 5.11701 -2.28833 -0.631 0.132 -0.053 -0.002
C 3.20823 2.88890 -3.12808 0.350 0.149 -0.368 -0.015
C 2.45143 1.72847 -3.00640 -0.083 -0.041 0.207 0.025
C 1.71159 1.45254 -1.81032 0.639 1.249 -0.348 0.054
N 0.70847 0.51966 -1.78213 -0.411 -1.119 1.355 0.118
C 0.13598 0.10680 -3.03910 -0.195 0.384 -0.054 0.170
C -0.60061 1.03728 -3.82874 0.449 -1.017 0.718 -0.083
C -0.66196 2.47785 -3.47000 -0.689 1.091 -1.157 -0.020
C -1.24121 0.58861 -4.98138 0.534 -0.405 0.566 0.235
C -1.29232 -0.77621 -5.32018 -0.266 0.536 -0.402 -0.028
C -2.00318 -1.07359 -6.62590 0.263 -0.847 -0.099 0.005
C -0.62653 -1.68816 -4.53884 -0.145 0.091 -0.793 0.130
C 0.27963 -1.24186 -3.53951 -0.093 0.199 0.597 -0.277
C 1.31224 -2.10143 -3.16830 0.807 -0.030 0.550 0.808
H 4.85024 1.49534 2.21622 -0.312 0.173 -0.824 -0.001
H 4.37563 2.77748 1.03364 -0.035 -0.535 0.035 0.000
H 4.15666 1.02547 0.59217 0.044 0.524 0.523 -0.001
H 2.58537 0.83281 2.60613 0.146 0.359 0.228 0.001
H 2.77281 3.93672 2.63722 0.256 -0.488 0.248 0.000
H 3.65393 2.84867 3.75600 0.409 0.129 -0.055 0.001
H 1.95348 2.92884 3.83032 -0.176 0.037 -0.031 0.001
H 1.01977 4.23241 1.63982 -0.540 -0.497 0.086 -0.001
H -1.47598 2.94506 0.37896 0.110 0.042 0.188 0.004
H -0.38090 4.11908 -0.38277 -0.335 -0.047 0.760 -0.002
H -1.40117 4.57580 1.06773 0.185 -0.157 -0.433 0.001
H -1.38321 2.73837 2.77052 -0.328 -0.342 -0.150 -0.002
H -0.53755 4.08146 3.46729 0.190 -0.257 -0.176 0.000
H 0.14931 2.44606 3.58988 -0.309 0.190 -0.265 -0.006
H 2.62055 4.29057 -0.15024 0.126 0.263 0.791 0.000
H 3.78875 5.75664 -1.44033 0.375 0.227 -0.046 0.000
H 3.66490 5.63644 -3.20303 0.816 -0.305 0.515 0.002
H 5.11732 4.87463 -2.28297 -0.450 0.531 -0.301 0.003
H 3.77873 3.10085 -4.07233 -0.682 -0.357 0.927 0.001
H 2.37764 1.03442 -3.85877 -0.050 0.371 0.516 -0.009
H -0.79383 2.71557 -2.42499 -0.118 -0.279 0.402 0.010
H -1.50591 2.93599 -4.05164 0.699 -0.228 0.634 -0.004
H 0.25296 2.99483 -3.78499 -0.085 -0.070 0.040 -0.003
H -1.73169 1.28643 -5.64318 -0.113 0.236 0.062 -0.002
H -1.44726 -0.56748 -7.44348 -0.261 -0.384 0.392 -0.003
H -3.02367 -0.64846 -6.64405 0.367 -0.483 0.063 -0.005
H -1.98447 -2.17929 -6.82250 -0.337 1.059 0.025 0.000
H -0.72893 -2.76100 -4.70452 0.250 0.211 -0.199 -0.007
H 1.54869 -2.99150 -3.77064 -0.371 0.384 0.246 -0.022
H 0.83976 -3.75118 -2.10867 -0.783 -0.965 0.511 -0.008
H 2.07534 -1.82187 -2.42573 -0.537 -0.034 -0.501 0.027
Br -3.97988 -4.41299 -0.65549 0.480 -0.001 0.071 0.000
C -2.49743 -4.64721 0.53341 0.894 0.088 -0.883 -0.002
C -2.81601 -4.45703 1.85439 0.834 -0.609 1.506 0.002
C -1.83927 -4.72295 2.83751 0.115 0.160 -1.188 -0.004
C -0.58284 -5.17389 2.45680 0.058 -0.132 0.651 0.002
C -0.25202 -5.38862 1.13029 0.170 0.571 -0.382 -0.002
C -1.15147 -4.98528 0.12977 -0.801 0.136 -0.226 0.005
C -0.68779 -4.68815 -1.29280 -1.862 -0.460 -1.651 0.009
O -1.42136 -4.64983 -2.27959 0.808 0.119 1.603 0.003
O 0.60382 -4.41742 -1.39451 1.284 0.741 0.532 0.006
H -3.79329 -4.13802 2.19006 -0.074 -0.045 -0.323 0.000
H -2.03883 -4.58894 3.87992 -0.246 0.236 0.365 0.000
H 0.19592 -5.28695 3.21386 -0.326 -0.311 -0.151 0.002
H 0.74323 -5.81758 0.92266 -0.602 0.658 -0.293 0.000
```
Forces are in eV/Å.

Calculated values
E_tot: -5317.8490 hartree
2S+1: 5
Lowest unoccupied orbital energy (spin up / spin down): 0.44 / -1.91 eV
⟨S²⟩: 6.078
E_HOMO (spin up / spin down): -5.352 / -7.350 eV
Orbital gap (spin up / spin down): 0.2128 / 0.1999 hartree
Charge: 0

ORCA calculation (ωB97M-V/def2-TZVPD) on a cluster of 4 separate species, C8H16FNO6 in total at a distorted geometry.

XYZ file:
```
32
Properties=species:S:1:pos:R:3:forces:R:3:nbo_charge:R:1
N 17.73200 27.56900 4.28200 3.980 2.561 2.491 -0.849
H 16.96200 27.05000 4.14300 -4.271 -2.050 -0.298 0.441
H 17.61900 28.52500 3.86200 0.339 -1.194 0.622 0.471
H 18.36500 27.03500 3.73400 1.184 -0.231 -1.874 0.475
H 18.15100 27.48900 5.27700 -1.369 0.794 -1.838 0.440
F 17.61900 26.83300 1.62000 -0.058 0.211 1.117 -0.963
C 22.26900 27.34500 0.40100 -2.959 5.453 -1.646 -0.599
C 21.62600 28.49700 1.35600 3.187 -2.379 -2.910 0.047
C 20.37400 28.09600 2.02300 -3.170 0.428 -0.411 -0.138
O 20.65900 28.40500 3.40700 -0.897 -0.131 -0.088 -0.554
C 21.99200 28.67600 3.54900 -3.752 -0.570 -5.943 0.972
O 22.48500 28.94900 4.51200 3.620 1.455 7.583 -0.553
O 22.55100 28.75600 2.35600 1.738 -0.957 1.581 -0.489
H 22.52400 26.53600 0.93400 0.501 -3.196 1.703 0.207
H 23.11500 27.79800 -0.06900 0.866 0.152 -0.075 0.211
H 21.53500 27.28100 -0.43500 0.385 -0.900 0.700 0.218
H 21.82100 29.44400 0.89700 -1.932 0.571 -1.560 0.203
H 20.00600 27.02000 2.02100 0.790 1.264 -0.682 0.239
H 19.49800 28.72200 1.52600 1.407 -1.273 1.643 0.230
C 12.91000 24.34700 1.89100 1.498 -1.831 -0.168 -0.630
C 14.07900 24.99400 2.63500 0.688 -3.378 -1.714 0.034
C 14.26000 26.46200 2.43200 1.708 3.185 -1.843 -0.147
O 14.23300 26.98400 3.75600 0.030 -0.046 2.111 -0.506
C 13.72300 26.03900 4.57300 -1.015 -1.088 3.852 0.954
O 13.32900 26.08300 5.74200 1.263 1.584 -2.669 -0.602
O 13.70200 24.83800 4.00100 0.876 0.517 -0.755 -0.471
H 13.20100 24.18900 0.87200 -0.281 1.219 -1.212 0.222
H 12.09000 25.01900 2.11800 -0.786 -0.763 -0.524 0.219
H 12.84100 23.18900 2.04000 -0.449 2.234 1.123 0.236
H 15.04000 24.39200 2.36800 -1.376 1.182 0.912 0.206
H 13.47400 27.09800 1.96800 -0.061 -1.309 -0.398 0.194
H 15.25700 26.86300 1.90800 -1.685 -1.511 1.171 0.281
```
Forces are in eV/Å.

Calculated values
E_tot: -920.3729 hartree
Lowest unoccupied orbital energy: -0.38 eV
E_HOMO: -9.283 eV
Orbital gap: 0.3273 hartree
Charge: 0

Q: The lowest E_tot belongs to which entry?
A: C47H47BrIrN6O2P